{"formula": "C2H8N3", "method": "ωB97M-V/def2-TZVPD", "species": ["N", "N", "N", "C", "C", "H", "H", "H", "H", "H", "H", "H", "H"], "positions_angstrom": [[-1.741, -0.366, 0.167], [-1.238, 0.925, 0.073], [0.586, -1.226, -0.114], [1.344, -0.210, -0.039], [2.256, 0.707, 0.075], [-2.341, -0.443, 0.986], [-0.501, 0.903, -0.635], [1.121, -2.069, -0.162], [-2.356, -0.778, -0.630], [-1.978, 1.581, -0.177], [-0.696, -0.919, 0.078], [3.047, 0.677, -0.585], [2.497, 1.219, 0.962]], "forces_ev_per_angstrom": [[-1.7830, -2.1129, -1.3150], [-0.1787, 1.3453, -0.6441], [1.4203, 2.7558, -0.6937], [0.4518, -1.4354, 0.6122], [-1.4372, -1.3510, 0.5750], [0.5231, -0.2125, 0.3259], [-0.5492, 0.5275, 0.0835], [0.0700, -1.0096, 0.6793], [1.2007, 1.2729, 1.0751], [0.3963, 0.0287, -0.0814], [-1.0509, -0.7704, 0.3712], [1.1798, 0.5277, -2.2474], [-0.2431, 0.4339, 1.2595]], "homo_energy_ev": -14.34, "total_charge": 1, "relative_energy_ev": 4.372, "homo_lumo_gap_ev": 10.4919, "mol_weight_g_mol": 74.11}

=====

{"formula": "C4H10O", "method": "ωB97M-V/def2-TZVPD", "species": ["O", "C", "C", "C", "C", "H", "H", "H", "H", "H", "H", "H", "H", "H", "H"], "positions_angstrom": [[0.911, 0.560, 2.214], [0.201, -1.372, -0.045], [-1.675, 0.159, -0.723], [0.621, 0.709, -1.399], [-0.396, -0.183, -0.717], [-2.427, -0.517, -0.343], [-0.453, -2.242, -0.022], [1.495, 0.832, -0.747], [-0.060, 0.686, 2.222], [1.068, 0.421, 3.169], [0.197, 1.682, -1.634], [1.108, -1.668, -0.588], [0.563, -1.188, 0.965], [-1.969, 0.922, -1.429], [1.024, 0.148, -2.247]], "forces_ev_per_angstrom": [[-0.1858, 0.0524, 0.3128], [0.4255, -0.7114, -0.2057], [-0.1371, -0.7815, -0.7991], [0.2278, -0.6583, 0.6358], [0.6676, 0.5186, 0.1278], [-0.1399, 0.1511, 0.2462], [-0.2086, 0.0621, 0.0083], [-0.2192, 0.2133, 0.1443], [0.0297, 0.0845, -0.1649], [0.2024, 0.0398, -0.0410], [0.1237, -0.0465, -0.3325], [-0.1323, -0.0639, -0.0936], [-0.2014, 0.3431, 0.1146], [-0.3062, 0.4448, 0.4036], [-0.1462, 0.3519, -0.3567]], "homo_energy_ev": [1.13, -5.78], "total_charge": -1, "relative_energy_ev": 0.254, "s2": 0.75, "homo_lumo_gap_ev": [3.1201, 9.7417], "spin_multiplicity": 2, "mol_weight_g_mol": 74.12}